1.
The following is a DFT calculation (ωB97M-V with the def2-TZVPD basis set) of C16H23N3O6S2 in the gas phase at a distorted geometry.

The LUMO energy is 0.120 eV. As for the HOMO-LUMO gap: 8.5 eV. For the highest occupied orbital energy, the calculation gives -8.411 eV. As for the SMILES: CCOC(=O)c1sc(NC(=O)COC(=O)[C@@H](CCSC)NC(C)=O)nc1C. Its energy above the lowest of the compared OMol25 structures with the same formula, charge and spin is 0.000 eV.

Each line ends with the natural charge from an NBO analysis.
Positions of all 50 atoms, in Å:
C -4.53 -1.43 2.49  -0.625
C -3.81 -0.63 1.42  -0.079
H -3.74 0.42 1.69  0.196
H -4.31 -0.73 0.45  0.211
O -2.47 -1.10 1.28  -0.507
C -2.06 -1.50 0.08  0.789
O -2.75 -1.56 -0.91  -0.625
C -0.63 -1.83 0.11  -0.386
C 0.21 -2.13 -0.93  0.243
N 1.51 -2.27 -0.58  -0.513
C 1.70 -2.07 0.68  0.265
N 2.94 -2.11 1.28  -0.638
C 4.13 -1.70 0.73  0.677
O 5.18 -1.94 1.26  -0.554
C 4.00 -0.87 -0.55  -0.186
H 3.72 -1.50 -1.40  0.255
H 4.96 -0.38 -0.74  0.220
O 3.00 0.11 -0.32  -0.516
C 2.13 0.39 -1.29  0.833
O 2.22 0.02 -2.43  -0.606
C 0.98 1.22 -0.76  -0.191
N -0.07 1.23 -1.74  -0.620
C -1.38 1.32 -1.39  0.700
O -1.71 1.51 -0.23  -0.665
C -2.36 1.16 -2.52  -0.715
H -1.89 1.26 -3.49  0.210
H -3.16 1.89 -2.41  0.238
H -2.81 0.17 -2.43  0.267
H 0.20 0.98 -2.68  0.421
H 0.60 0.74 0.16  0.266
C 1.40 2.65 -0.37  -0.411
C 2.23 2.70 0.90  -0.524
H 2.33 3.74 1.25  0.220
H 3.23 2.29 0.75  0.232
S 1.56 1.72 2.28  0.169
C -0.07 2.49 2.49  -0.754
H -0.48 2.09 3.41  0.229
H 0.05 3.57 2.58  0.210
H -0.72 2.24 1.66  0.250
H 1.96 3.11 -1.19  0.215
H 0.48 3.22 -0.23  0.229
H 2.99 -2.42 2.24  0.426
S 0.26 -1.71 1.60  0.444
C -0.17 -2.32 -2.35  -0.666
H -0.04 -3.37 -2.62  0.234
H 0.51 -1.74 -2.98  0.242
H -1.20 -2.03 -2.52  0.251
H -4.60 -2.48 2.20  0.212
H -5.54 -1.04 2.62  0.217
H -4.00 -1.37 3.43  0.211

***

2.
The following is a DFT calculation (ωB97M-V with the def2-TZVPD basis set) of 13 unconnected molecules or ions with the total composition C62H159N13O13 at a distorted geometry.

The LUMO energy is 0.529 eV. As for the HOMO-LUMO gap: 8.9 eV. For the highest occupied orbital energy, the calculation gives -8.370 eV. Its energy above the lowest of the compared OMol25 structures with the same formula, charge and spin is 0.000 eV.

Each line ends with the Mulliken charge.
Positions of all 247 atoms, in Å:
C 4.56 1.96 -7.02  -1.832
C 4.60 2.65 -5.59  1.971
C 3.28 2.27 -4.91  -2.082
C 3.29 0.83 -4.39  1.931
C 4.48 0.57 -3.49  -0.947
C 5.90 1.00 -4.04  2.264
N 5.72 2.37 -4.67  0.229
O 6.92 2.71 -5.33  -0.507
C 6.79 1.23 -2.86  -2.616
C 6.36 -0.19 -4.94  -1.709
C 4.66 4.17 -5.82  -2.065
H 5.49 2.19 -7.53  0.441
H 3.69 2.34 -7.58  0.383
H 4.48 0.89 -6.93  0.372
H 3.14 2.91 -4.06  0.471
H 2.42 2.57 -5.50  0.531
H 3.25 0.09 -5.21  0.337
H 2.44 0.58 -3.77  -1.257
H 4.61 -0.49 -3.33  0.875
H 4.32 1.07 -2.53  -0.867
H 7.03 0.31 -2.40  0.462
H 7.67 1.72 -3.25  0.546
H 6.31 1.85 -2.11  0.627
H 6.78 -0.87 -4.20  0.403
H 5.49 -0.64 -5.45  0.314
H 7.13 0.09 -5.69  0.371
H 3.79 4.55 -6.41  0.331
H 5.55 4.53 -6.33  0.414
H 4.67 4.63 -4.82  0.468
H 7.23 3.41 -4.76  0.367
C 2.46 1.53 -0.28  -1.039
C 1.77 0.13 -0.19  3.242
C 1.78 -0.31 1.31  0.585
C 0.74 0.47 2.16  0.261
C -0.62 0.21 1.54  -0.438
C -0.72 0.66 0.06  3.217
N 0.38 0.07 -0.70  0.044
O 0.36 0.76 -1.99  1.094
C -2.05 0.16 -0.43  -0.793
C -0.73 2.22 0.04  -0.448
C 2.63 -0.87 -1.05  -0.375
H 3.53 1.38 -0.26  0.747
H 2.26 2.15 0.61  -0.496
H 2.19 2.05 -1.22  -0.378
H 1.53 -1.37 1.49  -1.389
H 2.80 -0.10 1.57  -0.347
H 0.90 1.55 2.13  -0.847
H 0.77 0.19 3.17  0.541
H -1.34 0.76 2.10  -0.044
H -1.01 -0.86 1.64  -1.122
H -2.08 0.17 -1.53  -0.001
H -2.15 -0.89 -0.10  -0.029
H -2.92 0.72 -0.16  -0.486
H -1.44 2.47 -0.74  -0.512
H -1.07 2.59 1.02  -0.470
H 0.20 2.75 -0.26  0.426
H 2.79 -0.54 -2.03  -0.401
H 2.12 -1.84 -1.03  -0.414
H 3.58 -1.05 -0.53  -0.040
H 0.10 0.01 -2.52  -0.463
C 1.36 -2.52 -4.65  -1.703
C 0.19 -1.53 -4.88  2.004
C -0.53 -1.91 -6.17  -1.283
O -1.70 -1.13 -6.42  -0.379
C -1.41 0.11 -6.96  -0.049
N -0.74 -1.47 -3.77  -0.066
H 1.01 -3.56 -4.53  0.405
H 1.98 -2.31 -3.80  0.130
H 1.87 -2.46 -5.60  0.528
H 0.65 -0.53 -4.96  -0.506
H -0.89 -2.95 -6.26  0.258
H 0.24 -1.79 -6.94  0.446
H -0.62 0.06 -7.72  0.374
H -0.94 0.79 -6.28  -0.254
H -2.34 0.49 -7.36  0.183
H -1.69 -1.17 -4.04  0.309
H -0.78 -2.33 -3.25  -0.327
C -3.21 -5.76 -2.80  -1.614
C -3.68 -4.39 -2.35  0.508
C -5.15 -4.57 -1.92  -0.862
O -5.26 -5.25 -0.60  -0.089
C -6.64 -5.61 -0.37  -0.901
N -2.82 -3.97 -1.25  0.408
H -2.19 -5.69 -3.14  0.320
H -3.79 -6.11 -3.64  0.548
H -3.24 -6.53 -2.02  0.317
H -3.47 -3.66 -3.19  0.258
H -5.60 -5.15 -2.72  0.537
H -5.58 -3.54 -1.85  0.331
H -7.09 -6.06 -1.26  0.339
H -7.26 -4.76 -0.01  0.273
H -6.73 -6.38 0.41  0.273
H -2.90 -4.64 -0.46  -0.526
H -3.16 -3.12 -0.81  -0.019
C 5.89 3.12 1.44  -1.809
C 4.75 2.69 2.37  2.415
C 5.02 1.22 2.90  -0.517
O 5.22 0.41 1.76  -0.333
C 5.37 -0.92 2.19  -0.558
N 4.60 3.56 3.50  -0.396
H 5.75 4.15 1.19  0.508
H 5.97 2.60 0.49  0.214
H 6.88 3.04 1.89  0.388
H 3.84 2.79 1.79  -1.287
H 4.17 0.79 3.50  -0.069
H 5.93 1.17 3.51  0.628
H 6.19 -1.08 2.86  0.500
H 5.48 -1.55 1.31  0.300
H 4.41 -1.20 2.67  -0.068
H 3.85 3.29 4.12  -0.036
H 5.41 3.69 4.05  0.260
C -4.23 3.27 -1.15  -0.296
C -5.31 2.20 -1.40  1.398
C -6.28 2.17 -0.27  -1.090
O -5.65 1.73 0.97  0.099
C -6.63 1.78 2.00  -1.016
N -6.02 2.65 -2.62  -0.798
H -4.84 4.22 -1.15  0.688
H -3.52 3.29 -2.01  -0.448
H -3.78 3.20 -0.15  -0.457
H -4.81 1.25 -1.61  -0.076
H -7.11 1.47 -0.50  0.331
H -6.60 3.24 -0.12  0.298
H -6.78 2.80 2.33  0.351
H -6.24 1.13 2.78  0.162
H -7.57 1.38 1.62  0.432
H -5.35 2.82 -3.32  0.229
H -6.74 2.00 -2.89  0.264
C 6.43 -4.71 4.18  -1.418
C 5.02 -4.80 4.75  0.934
C 3.94 -4.86 3.72  -0.861
O 3.91 -3.66 3.02  -0.126
C 3.09 -3.65 1.84  0.695
N 4.84 -5.97 5.60  -0.655
H 6.59 -3.86 3.53  0.229
H 6.57 -5.59 3.56  0.384
H 7.17 -4.78 5.01  0.405
H 4.83 -3.87 5.33  -0.017
H 3.05 -5.05 4.32  0.144
H 4.15 -5.72 3.09  0.335
H 3.35 -2.73 1.33  -0.551
H 2.04 -3.52 2.10  -0.315
H 3.33 -4.52 1.18  0.434
H 4.14 -5.82 6.29  0.223
H 5.65 -6.30 6.09  0.219
C -1.40 -3.73 5.46  -1.753
C -0.72 -2.89 4.40  1.082
C 0.75 -2.58 4.80  -0.135
O 0.81 -1.92 6.06  -0.443
C 2.08 -1.73 6.54  -0.532
N -0.79 -3.51 3.11  0.507
H -1.11 -4.77 5.29  0.357
H -2.47 -3.70 5.30  0.333
H -1.16 -3.51 6.50  0.392
H -1.20 -1.92 4.26  -0.331
H 1.13 -1.99 3.97  0.010
H 1.21 -3.57 4.83  0.202
H 2.02 -1.05 7.39  0.341
H 2.79 -1.30 5.82  0.062
H 2.54 -2.69 6.90  0.254
H -0.23 -3.02 2.43  -0.925
H -0.41 -4.46 3.00  0.275
C -3.81 -0.50 3.13  0.287
C -4.58 -1.80 3.26  0.836
C -6.02 -1.63 3.16  -1.007
O -6.43 -0.72 4.22  -0.346
C -7.86 -0.62 4.36  -0.937
N -4.11 -2.76 2.24  -0.156
H -4.04 0.21 3.93  0.610
H -4.08 -0.09 2.16  -0.185
H -2.76 -0.75 3.15  -0.967
H -4.53 -2.23 4.29  -0.100
H -6.46 -2.66 3.22  0.564
H -6.33 -1.27 2.20  0.333
H -8.37 -1.49 4.80  0.350
H -8.34 -0.55 3.41  0.356
H -8.23 0.27 4.91  0.294
H -4.59 -3.67 2.19  0.365
H -3.16 -3.11 2.36  -0.243
C -2.15 -6.42 1.26  -0.875
C -1.30 -6.82 0.07  2.347
C 0.17 -6.56 0.35  -1.646
O 0.36 -5.28 0.86  0.179
C 0.63 -4.40 -0.22  -0.034
N -1.32 -8.19 -0.34  -0.699
H -2.18 -5.36 1.43  -0.247
H -1.76 -6.93 2.16  0.338
H -3.20 -6.70 1.17  0.343
H -1.58 -6.25 -0.80  -1.286
H 0.75 -6.68 -0.57  0.383
H 0.45 -7.27 1.12  0.604
H -0.19 -4.44 -0.95  0.521
H 1.55 -4.71 -0.74  0.408
H 0.76 -3.41 0.17  -1.003
H -2.28 -8.47 -0.54  0.319
H -1.04 -8.75 0.44  0.293
C -2.62 7.13 3.79  -1.543
C -2.74 6.59 2.39  0.839
C -3.37 5.15 2.42  -0.256
O -2.52 4.22 2.95  -0.209
C -3.25 3.01 3.10  -0.969
N -3.73 7.46 1.69  -0.726
H -3.62 7.11 4.18  0.488
H -2.26 8.17 3.91  0.401
H -1.96 6.49 4.35  0.203
H -1.74 6.54 1.89  0.138
H -3.56 4.93 1.36  -0.298
H -4.32 5.18 3.01  0.384
H -4.03 3.33 3.80  0.803
H -2.54 2.38 3.63  0.001
H -3.56 2.50 2.16  0.294
H -3.41 8.41 1.67  0.261
H -3.91 7.27 0.71  0.197
C 1.30 5.04 2.04  -0.140
C 1.25 5.63 3.46  0.523
C 0.93 4.47 4.40  -0.878
O 1.75 3.26 4.13  0.301
C 1.48 2.20 5.12  -0.721
N 2.49 6.26 3.86  -0.846
H 2.03 4.24 1.96  -0.625
H 1.55 5.81 1.38  0.725
H 0.33 4.61 1.83  -0.159
H 0.45 6.33 3.55  0.255
H -0.13 4.20 4.41  0.221
H 1.22 4.74 5.43  0.413
H 0.44 1.92 5.11  0.233
H 1.86 2.45 6.13  0.434
H 2.05 1.33 4.77  -0.059
H 2.68 7.07 3.28  0.282
H 3.23 5.57 3.75  0.253
C 0.03 3.62 -4.56  -1.037
C -1.51 3.58 -4.44  1.179
C -2.10 4.19 -5.69  -1.438
O -1.59 3.51 -6.84  -0.102
C -2.24 4.02 -8.03  -0.926
N -2.16 2.21 -4.19  -0.591
H 0.55 3.42 -3.60  0.229
H 0.42 4.50 -5.11  0.391
H 0.31 2.80 -5.20  -0.008
H -1.79 4.24 -3.61  0.174
H -1.81 5.26 -5.68  0.455
H -3.17 4.07 -5.60  0.471
H -3.30 4.14 -7.82  0.358
H -2.01 3.38 -8.86  0.218
H -1.72 4.94 -8.25  0.341
H -1.95 1.59 -4.96  0.118
H -1.65 1.78 -3.41  -0.038

***

3.
The following is a DFT calculation (ωB97M-V with the def2-TZVPD basis set) of C2H6N2OS in the gas phase at a distorted geometry.

The LUMO energy is 0.753 eV. As for the HOMO-LUMO gap: 10.1 eV. For the highest occupied orbital energy, the calculation gives -9.301 eV. As for the SMILES: CSC(=O)NN. Its energy above the lowest of the compared OMol25 structures with the same formula, charge and spin is 1.190 eV.

Each line ends with the natural charge from an NBO analysis.
Positions of all 12 atoms, in Å:
C -0.40 -2.36 -0.32  -0.763
C 0.25 0.26 0.11  0.486
H 0.02 -2.70 0.68  0.234
H -1.11 -3.15 -0.70  0.242
H 0.38 -2.23 -1.10  0.249
H -0.93 1.94 0.34  0.394
H 1.69 2.09 0.90  0.351
H 1.52 2.16 -0.66  0.351
N -0.03 1.60 0.21  -0.470
N 1.05 2.46 0.20  -0.612
O 1.38 -0.18 -0.03  -0.644
S -1.18 -0.78 -0.05  0.183